Version A
ORCA calculation (ωB97M-V/def2-TZVPD) on a molecular structure, C35H38FN3O3ScSi.

ORCA input file:
```
! RIJCOSX wB97M-V def2-TZVPD def2/J DEFGRID3
* xyz 1 1
C -1.1559 -2.3892 0.5188
C -2.3385 -2.5161 -0.2924
C -1.9120 -2.8713 -1.6162
H -3.3723 -2.3483 0.0255
C -0.4953 -2.8932 -1.6590
C -0.0164 -2.6576 -0.3361
H 1.0422 -2.7239 -0.0535
H -1.1351 -2.1618 1.5894
H -2.5352 -3.1477 -2.4658
H 0.1010 -3.0771 -2.5584
Sc -1.1102 -0.6327 -0.9278
C -0.5401 1.9240 -4.4989
H -0.5714 0.8356 -4.4406
H 0.4879 2.3475 -4.5010
H -0.9910 2.2028 -3.5424
Si -4.1183 -1.3201 -3.7751
C -5.5275 -0.1351 -3.8446
C -6.8274 -0.2728 -3.2557
H -6.9406 -0.9221 -2.3725
C -7.9084 0.4090 -3.8403
H -8.9291 0.2342 -3.4587
C -7.7083 1.3606 -4.8605
H -8.5406 1.9267 -5.2852
C -6.3897 1.6664 -5.2746
H -6.1678 2.4975 -5.9710
C -5.2926 0.9284 -4.7479
H -4.2584 1.1714 -5.0579
C -3.6437 -2.2296 -5.3859
C -4.5722 -2.3794 -6.4418
H -5.3630 -1.6451 -6.5695
C -4.4141 -3.4000 -7.4006
H -5.1625 -3.5598 -8.1806
C -3.2512 -4.1735 -7.4420
H -3.1492 -5.0037 -8.1684
C -2.1916 -3.7817 -6.6072
H -1.2136 -4.2334 -6.7838
C -2.3632 -2.7942 -5.6205
H -1.4930 -2.4306 -5.0847
H -4.4110 -2.3099 -2.7175
H -1.0717 2.3083 -5.3518
F 5.4486 0.0155 1.1189
C 4.3103 0.4455 1.7750
C 3.1379 0.4406 1.0485
C 1.9513 0.9440 1.6400
C 0.6695 0.8359 0.9871
O 0.5446 0.0813 -0.0659
C -0.4512 1.5409 1.5474
C -0.2780 2.1793 2.7527
N 0.8388 2.0212 3.5095
C 0.8294 2.3654 4.8709
C -0.4941 2.4495 5.5811
C 0.4241 1.3155 5.9033
C 2.0022 1.4756 2.9598
C 3.1987 1.4108 3.7060
C 4.3899 0.8577 3.1348
N 5.5490 0.7168 3.9183
C 5.3800 0.1712 5.2753
C 6.3970 0.8044 6.2181
N 7.7314 0.5681 5.6105
C 7.8922 1.1750 4.2823
C 6.8715 0.5167 3.3751
C -1.8053 1.7260 0.8746
O -2.5985 2.4973 1.4130
O -2.0107 1.0452 -0.2239
H 3.0966 0.0880 0.0188
H -1.0284 2.8312 3.1668
H 1.6329 3.0273 5.1932
H -0.5886 3.2219 6.3432
H -1.4056 2.2134 5.0209
H 0.1818 0.3133 5.5328
H 0.9381 1.3484 6.8674
H 3.1954 1.7943 4.7368
H 5.5524 -0.9275 5.2436
H 4.3378 0.3265 5.5985
H 6.2705 1.8781 6.3128
H 6.3986 0.3539 7.2043
H 8.4407 0.9569 6.2474
H 7.8470 -0.4341 5.5062
H 8.9071 0.9833 3.9697
H 7.7493 2.2413 4.3903
H 7.0816 -0.5629 3.3192
H 6.9144 0.9450 2.3720
*
```

Output
- HOMO-LUMO gap (spin up / spin down): 5.894 / 3.642 eV
- HOMO level (spin up / spin down): -8.806 / -6.757 eV



Version B
ORCA calculation (ωB97M-V/def2-TZVPD) on a molecular structure, C35H38FN3O3ScSi.

ORCA input file:
```
! RIJCOSX wB97M-V def2-TZVPD def2/J DEFGRID3
* xyz 1 1
C 0.4585 2.1040 0.2460
C 0.8694 2.3750 -1.0949
C -0.3097 2.5265 -1.8930
H 1.8995 2.5292 -1.4182
C -1.4464 2.3071 -1.0487
C -0.9663 2.0512 0.2719
H -1.5759 1.9186 1.1671
H 1.1132 2.0514 1.1179
H -0.3332 2.8027 -2.9469
H -2.4946 2.4052 -1.3322
Sc -0.1811 0.1213 -1.3003
C -0.6999 -0.3898 -3.4636
H -1.6258 0.0845 -3.8262
H -0.7599 -1.4676 -3.6568
H 0.1253 0.0169 -4.0766
Si -0.7189 -1.6053 -7.0389
C 1.0077 -1.4537 -7.6835
C 1.6683 -0.2316 -7.4770
H 1.1379 0.6046 -7.0114
C 3.0080 -0.0803 -7.8521
H 3.5144 0.8668 -7.6598
C 3.6941 -1.1385 -8.4596
H 4.7444 -1.0216 -8.7371
C 3.0267 -2.3471 -8.7053
H 3.5626 -3.1713 -9.1832
C 1.6869 -2.5045 -8.3317
H 1.1639 -3.4431 -8.5336
C -1.7214 -0.1698 -7.6525
C -1.5465 0.4668 -8.8979
H -0.8076 0.0935 -9.6131
C -2.3107 1.5974 -9.2223
H -2.1483 2.1119 -10.1732
C -3.2772 2.0780 -8.3291
H -3.8640 2.9667 -8.5746
C -3.4954 1.4071 -7.1186
H -4.2478 1.7710 -6.4169
C -2.7480 0.2699 -6.7992
H -2.9392 -0.2751 -5.8710
H -0.7768 -1.9195 -5.5942
H -1.3539 -2.7772 -7.6772
F -3.3668 -0.2519 4.6167
C -2.0296 -0.4926 4.3910
C -1.6215 -0.7329 3.0981
C -0.2360 -0.8699 2.8093
C 0.2494 -0.9380 1.4554
O -0.5775 -0.8113 0.4497
C 1.6707 -1.0173 1.2643
C 2.5098 -0.9409 2.3624
N 2.0629 -0.7282 3.6374
C 2.9804 -0.5295 4.7159
C 4.2179 0.2705 4.4496
C 3.1498 0.8201 5.3445
C 0.6920 -0.7279 3.8851
C 0.2382 -0.4951 5.1888
C -1.1361 -0.3766 5.4829
N -1.5440 -0.1172 6.7882
C -0.8241 0.8432 7.6037
C -0.4864 0.2311 8.9531
N -1.7590 -0.2838 9.5251
C -2.5501 -1.2218 8.6913
C -2.8064 -0.5390 7.3523
C 2.3636 -0.9835 -0.0997
O 3.5256 -1.3540 -0.1370
O 1.6639 -0.5239 -1.1219
H -2.3395 -0.7935 2.2834
H 3.5910 -0.9565 2.2477
H 3.0520 -1.3773 5.4045
H 5.1348 -0.0550 4.9350
H 4.3173 0.7518 3.4770
H 2.5424 1.6409 4.9613
H 3.3774 0.8428 6.4090
H 0.9656 -0.3955 5.9940
H -1.4519 1.7441 7.7571
H 0.0924 1.1594 7.0954
H 0.1923 -0.6220 8.8707
H -0.0617 0.9665 9.6423
H -1.5704 -0.7187 10.4338
H -2.3586 0.5317 9.6683
H -3.4836 -1.4565 9.2086
H -1.9558 -2.1335 8.5869
H -3.4512 0.3457 7.5073
H -3.3118 -1.2353 6.6789
*
```

Output
- HOMO-LUMO gap: 5.551 eV
- HOMO level: -9.248 eV



The calculated energies rank the structures as follows, beginning with the most stable: version B, version A.



Version A
ORCA calculation (ωB97M-V/def2-TZVPD) on C21H23NO4 in the gas phase.

ORCA input file:
```
! RIJCOSX wB97M-V def2-TZVPD def2/J DEFGRID3
* xyz 0 1
C 4.9651 0.4172 0.2815
C 3.6001 -0.1706 0.4785
C 3.2377 -1.3621 -0.1282
C 1.9832 -1.9198 0.0569
C 1.0552 -1.2769 0.8644
O -0.2134 -1.7127 1.1117
C -0.6280 -2.9460 0.5754
C -2.0972 -3.1496 0.9607
C -2.9811 -2.2724 0.1002
O -3.5403 -2.6427 -0.8996
O -3.0320 -1.0290 0.5701
C -3.8107 -0.0772 -0.1473
C -3.2240 1.3188 0.0395
O -3.9332 2.2103 0.4677
N -1.9108 1.5259 -0.2235
C -0.9859 0.8358 -1.0125
C -1.1147 -0.3289 -1.7515
C -0.0280 -0.7772 -2.4903
C 1.1679 -0.0849 -2.5127
C 1.2893 1.0998 -1.8019
C 0.2158 1.5500 -1.0676
C 0.1123 2.8127 -0.2736
C -1.3273 2.7952 0.2586
C -1.3819 2.8671 1.7808
C 1.4172 -0.0866 1.4929
C 2.6686 0.4554 1.2999
H 5.4023 0.0782 -0.6545
H 4.9212 1.5042 0.2778
H 5.6262 0.1122 1.0935
H 3.9469 -1.8733 -0.7636
H 1.7451 -2.8489 -0.4364
H -0.0228 -3.7629 0.9947
H -0.5229 -2.9539 -0.5180
H -2.3765 -4.1893 0.7956
H -2.2229 -2.8784 2.0081
H -3.8916 -0.3576 -1.2035
H -4.8207 -0.0542 0.2780
H -2.0237 -0.8991 -1.7981
H -0.1328 -1.6856 -3.0656
H 1.9990 -0.4565 -3.0916
H 2.2076 1.6663 -1.8259
H 0.8348 2.8138 0.5441
H 0.3090 3.6872 -0.8959
H -1.9250 3.6150 -0.1558
H -0.8797 3.7695 2.1205
H -2.4127 2.8942 2.1211
H -0.8905 1.9995 2.2145
H 0.6931 0.3897 2.1345
H 2.9325 1.3786 1.7964
*
```

Output
- HOMO-LUMO gap: 8.875 eV
- HOMO level: -8.121 eV



Version B
ORCA calculation (ωB97M-V/def2-TZVPD) on C21H23NO4 in the gas phase.

ORCA input file:
```
! RIJCOSX wB97M-V def2-TZVPD def2/J DEFGRID3
* xyz 0 1
C 6.8728 -0.8728 0.1415
O 5.6042 0.0102 -0.1976
C 4.5559 -0.5769 0.3876
C 3.4598 0.2515 0.2454
O 2.7815 0.3633 1.2305
N 3.1603 0.9481 -1.0698
C 3.8441 0.5486 -2.3167
C 2.9278 -0.5627 -3.2531
C 1.6046 0.1297 -3.3916
C 0.9170 0.6670 -1.9542
C 0.6574 -0.6861 -0.9474
O 1.2618 -1.6144 -0.6848
C -0.4997 -0.3593 -0.0027
C -1.9072 0.2690 -0.5617
C -2.8044 0.2899 0.3447
C -2.5860 0.2406 1.7433
O -3.6788 0.4063 2.6962
C -4.8792 0.2690 2.5625
C -5.8928 1.1618 2.8712
C -7.0855 0.8891 2.8093
C -7.6749 -0.0509 1.9968
C -6.8093 -0.7974 1.2260
C -5.3659 -0.6074 1.5573
C -1.3177 -0.4675 2.0849
C -0.4049 -0.5939 1.2050
C 1.8262 1.3398 -1.1618
H 6.9209 -0.9007 1.2602
H 6.7719 -1.8194 -0.1518
H 7.7207 -0.1484 -0.3763
H 4.4191 -1.4050 0.0041
H 4.6476 -0.8500 1.5450
H 3.9067 1.3792 -2.8124
H 4.6521 0.0616 -1.9571
H 2.9376 -1.4923 -2.3521
H 3.4789 -0.6981 -4.0971
H 1.6228 0.9832 -3.7894
H 0.8410 -0.7705 -3.7867
H 0.0593 0.9995 -2.3462
H -1.9429 0.3693 -1.5874
H -3.7781 0.5119 0.0260
H -5.4421 2.0606 3.6743
H -7.9543 1.6395 3.1075
H -8.6624 -0.0798 1.8296
H -7.0785 -1.6028 0.7929
H -4.7590 -1.4399 1.0451
H -1.3096 -0.2436 3.0979
H 0.6271 -1.0625 1.5932
H 2.1605 2.1323 -1.9994
H 1.5936 1.7810 -0.2807
*
```

Output
- HOMO-LUMO gap: 8.290 eV
- HOMO level: -8.125 eV



The calculated energies rank the structures as follows, beginning with the most stable: version A, version B.



Version A
ORCA calculation (ωB97M-V/def2-TZVPD) on CH5N2P in the gas phase.

ORCA input file:
```
! RIJCOSX wB97M-V def2-TZVPD def2/J DEFGRID3
* xyz 0 1
C -1.0392 1.1263 0.8130
N -0.1328 -0.0310 0.4633
P 0.5152 -0.0285 -0.9806
N 1.3887 -1.4569 -0.9285
H -1.6639 1.2714 -0.0561
H -0.4923 2.0973 0.9813
H -1.6144 0.7331 1.6184
H 1.4137 -2.0793 -0.0852
H 1.6250 -1.6324 -1.8256
*
```

Output
- HOMO-LUMO gap: 9.651 eV
- HOMO level: -9.013 eV



Version B
ORCA calculation (ωB97M-V/def2-TZVPD) on CH5N2P in the gas phase.

ORCA input file:
```
! RIJCOSX wB97M-V def2-TZVPD def2/J DEFGRID3
* xyz 0 1
H -1.3986 1.7423 -2.3978
N -1.4087 1.4641 -1.4409
P 0.2407 0.5390 -1.3067
N 0.1064 0.2383 0.3405
C 0.7314 -0.9569 1.0231
H -0.8383 0.4874 0.4731
H -0.0271 -1.4471 1.5412
H 0.9768 -1.4290 0.1281
H 1.6173 -0.6381 1.6393
*
```

Output
- HOMO-LUMO gap: 8.257 eV
- HOMO level: -8.650 eV



The calculated energies rank the structures as follows, beginning with the most stable: version A, version B.